1.
{
  "formula": "C3H4N4",
  "method": "wB97M-V/def2-TZVPD",
  "symbols": ["C", "C", "C", "H", "H", "H", "H", "N", "N", "N", "N"],
  "positions_angstrom": [[-1.80205, 0.08188, -0.05184], [-0.39599, -0.00541, -0.08610], [2.12972, -0.11442, 0.01752], [-1.92101, -0.89013, 0.72675], [-2.74256, 0.07216, -0.95268], [-1.95028, 0.94439, 0.65269], [3.08226, -0.14401, 0.14609], [0.30483, 1.25184, -0.20170], [1.64903, 1.30216, -0.01668], [1.48821, -1.26415, -0.20526], [0.15784, -1.23430, -0.02877]],
  "lowdin_charge": [-0.1017, -0.4447, -0.1161, 0.1397, 0.1759, 0.0716, 0.0222, 0.0556, 0.0893, 0.0384, 0.0699],
  "spin_multiplicity": 1,
  "relative_energy_kj_mol": 567.3,
  "lumo_ev": -1.074,
  "smiles": "Cc1nncnn1",
  "gap_ev": 8.7411
}

***

2.
{
  "formula": "C3H4N4",
  "method": "wB97M-V/def2-TZVPD",
  "symbols": ["N", "C", "C", "N", "C", "N", "N", "H", "H", "H", "H"],
  "positions_angstrom": [[-1.88772, -0.01764, 0.87403], [-0.79063, -0.08569, 0.06018], [0.37445, 0.19844, 0.75765], [1.59048, 0.22676, 0.21246], [1.77883, -0.01355, -1.05152], [0.80339, -0.32860, -1.95463], [-0.39331, -0.43967, -1.77495], [-1.74143, 0.22256, 1.86078], [-2.84691, -0.21102, 0.64549], [0.33827, 0.42453, 1.83648], [2.77456, 0.02388, -1.46597]],
  "lowdin_charge": [0.0688, -0.1331, -0.1923, 0.0590, -0.2416, -0.0650, 0.1188, 0.0985, 0.0927, 0.1006, 0.0935],
  "spin_multiplicity": 1,
  "relative_energy_kj_mol": 420.9,
  "lumo_ev": 0.023,
  "gap_ev": 8.3891
}

***

3.
{
  "formula": "C3H4N4O",
  "method": "wB97M-V/def2-TZVPD",
  "symbols": ["C", "C", "C", "H", "H", "H", "H", "N", "N", "N", "N", "O"],
  "positions_angstrom": [[0.53819, -1.97694, -0.70850], [0.21602, 0.23788, 0.00145], [-0.90320, 1.42486, 1.36869], [1.49507, -2.72826, -2.12273], [-0.14846, -2.23588, 0.15261], [-1.68910, 1.62636, 2.19618], [-0.25958, 3.29382, 0.28339], [0.94187, -2.96462, -1.32013], [0.72616, -0.64280, -0.74886], [-0.56096, 0.14175, 1.11078], [-0.53270, 2.27981, 0.39505], [0.17670, 1.54401, -0.60795]],
  "lowdin_charge": [-0.4027, -0.4089, -0.1220, 0.0346, 0.1132, 0.1674, 0.1928, 0.0982, 0.1086, 0.1444, 0.0454, 0.0290],
  "spin_multiplicity": 1,
  "relative_energy_kj_mol": 353.0,
  "lumo_ev": -0.034,
  "smiles": "[H]/N=C\\N=c1/nc[nH]o1",
  "gap_ev": 8.9362
}

***

4.
{
  "formula": "C3H4N4O",
  "method": "wB97M-V/def2-TZVPD",
  "symbols": ["C", "C", "C", "H", "H", "H", "H", "N", "N", "N", "N", "O"],
  "positions_angstrom": [[-2.11680, 0.05846, -0.33844], [1.70362, -0.71590, -0.20566], [1.01765, 1.27434, 0.04701], [-3.13587, 0.56564, -0.46473], [-1.99207, -1.06865, -0.11719], [0.42525, -1.66386, 0.68607], [2.07370, -1.66720, -0.20059], [-1.23044, 0.80908, 0.00209], [-0.10874, 0.34959, 0.72270], [0.48687, -0.87442, 0.09920], [2.20397, 0.52651, -0.22760], [0.67285, 2.40641, -0.00286]],
  "lowdin_charge": [-0.0782, -0.2084, -0.4372, 0.1037, 0.0938, 0.1268, 0.1149, -0.0524, 0.0414, 0.0299, 0.1604, 0.1052],
  "spin_multiplicity": 1,
  "relative_energy_kj_mol": 449.5,
  "lumo_ev": 0.452,
  "smiles": "C=Nn1[nH]cnc1=O",
  "gap_ev": 10.4528
}

***

5.
{
  "formula": "C3H4N4O",
  "method": "wB97M-V/def2-TZVPD",
  "symbols": ["C", "C", "C", "H", "H", "H", "H", "N", "N", "N", "N", "O"],
  "positions_angstrom": [[-0.22518, 1.33398, -0.06509], [0.78926, -0.78320, -0.44315], [-0.69205, -0.93547, 0.17039], [-0.96900, 2.93300, 1.06639], [2.07911, 1.08073, -0.01651], [2.49800, -0.93319, -1.26018], [-2.27677, 0.43073, 0.29241], [-0.11178, 2.62514, 0.54711], [0.75469, 0.66224, -0.63480], [1.73511, -1.60272, -0.76668], [-1.16997, 0.40316, 0.10896], [-1.12749, -1.97724, 0.89535]],
  "lowdin_charge": [-0.5387, -0.3216, -0.2155, 0.0223, 0.3469, 0.1146, 0.2377, 0.0686, 0.0590, 0.1320, 0.1028, -0.0080],
  "spin_multiplicity": 1,
  "relative_energy_kj_mol": 525.3,
  "lumo_ev": -0.938,
  "gap_ev": 8.5565
}

***

6.
{
  "formula": "C3H4N4O",
  "method": "wB97M-V/def2-TZVPD",
  "symbols": ["C", "C", "C", "H", "H", "H", "H", "N", "N", "N", "N", "O"],
  "positions_angstrom": [[1.18414, -0.18462, 0.01838], [0.77420, 1.26223, -0.05891], [-1.05367, -0.40103, -0.00430], [3.17073, -0.13548, 0.65628], [2.57840, -1.74191, 0.37862], [1.30559, 2.15622, -0.19762], [-1.48744, -2.15026, 0.03936], [2.41461, -0.75704, -0.04257], [-0.37262, 1.77254, -0.07423], [-1.41800, 0.93178, 0.20174], [0.13184, -0.90392, -0.16767], [-2.03576, -1.18644, -0.00358]],
  "lowdin_charge": [-0.3662, -0.1323, -0.5659, 0.2028, 0.1341, 0.0820, 0.2279, 0.0813, 0.0016, 0.0889, 0.1537, 0.0922],
  "spin_multiplicity": 1,
  "relative_energy_kj_mol": 333.7,
  "lumo_ev": 0.276,
  "smiles": "Nc1cnnc(O)n1",
  "gap_ev": 9.2067
}

***

7.
{
  "formula": "C3H4N4O",
  "method": "wB97M-V/def2-TZVPD",
  "symbols": ["C", "C", "C", "H", "H", "H", "H", "N", "N", "N", "N", "O"],
  "positions_angstrom": [[-0.01005, 1.57552, 0.33351], [0.56361, -0.13781, 1.58969], [0.21407, -0.63069, 0.11112], [-0.37263, -0.65834, -2.40138], [-2.00652, 0.23789, -1.48346], [0.18946, 2.77408, 0.09476], [1.08982, -2.52650, -0.00617], [-0.70016, 0.35949, -1.66501], [-0.30341, 0.46435, -0.45020], [0.22782, 1.18867, 1.63757], [0.43332, -1.79768, -0.34104], [0.67467, -0.84898, 2.58060]],
  "lowdin_charge": [-0.0049, -0.4209, -0.3379, 0.2326, 0.2158, 0.1992, 0.0894, -0.0368, -0.2784, 0.0929, 0.1676, 0.0813],
  "spin_multiplicity": 1,
  "relative_energy_kj_mol": 587.2,
  "lumo_ev": -0.981,
  "gap_ev": 8.3096
}

***

8.
{
  "formula": "C3H4N4O",
  "method": "wB97M-V/def2-TZVPD",
  "symbols": ["C", "C", "C", "H", "H", "H", "H", "N", "N", "N", "N", "O"],
  "positions_angstrom": [[1.54197, -0.26699, 0.13730], [0.12723, 1.33536, 0.05592], [-2.04406, 0.18930, 0.09597], [2.52152, -1.81517, 0.21766], [-0.48108, 2.21602, -0.31942], [-2.35651, 1.31316, 0.24804], [-0.37001, -1.58867, -0.47086], [2.68581, -0.86513, -0.12846], [1.36814, 1.14865, -0.31438], [-0.66757, 0.24072, 0.48771], [0.03640, -0.93137, 0.37310], [-2.36183, -0.97589, -0.38258]],
  "lowdin_charge": [-0.2953, -0.1610, -0.1585, 0.0422, 0.1408, 0.1639, 0.1889, 0.1177, 0.1252, -0.1789, 0.0479, -0.0329],
  "spin_multiplicity": 1,
  "relative_energy_kj_mol": 418.8,
  "lumo_ev": -0.176,
  "smiles": "[H]/N=c1/ncn(C=O)[nH]1",
  "gap_ev": 9.2046
}

***

9.
{
  "formula": "C3H4N4O",
  "method": "wB97M-V/def2-TZVPD",
  "symbols": ["C", "C", "C", "H", "H", "H", "H", "N", "N", "N", "N", "O"],
  "positions_angstrom": [[0.72831, -0.60248, 1.04326], [-1.27664, 0.32457, -0.89340], [-0.15383, -0.24090, -1.63004], [1.65924, 1.91083, -0.27447], [1.26663, -1.45397, 1.45141], [-1.04663, -1.18459, 1.96170], [-2.01506, 0.78532, -1.51521], [1.51664, 0.28397, 0.56614], [-0.66208, -0.59430, 1.13776], [-1.56720, 0.01790, 0.33992], [0.65569, -0.68811, -2.32582], [0.89494, 1.44175, 0.13874]],
  "lowdin_charge": [-0.2185, -0.1422, -0.2391, 0.1268, 0.1211, 0.1832, 0.1008, -0.0166, -0.0236, 0.0337, 0.1641, -0.0897],
  "spin_multiplicity": 1,
  "relative_energy_kj_mol": 405.1,
  "lumo_ev": 0.226,
  "smiles": "N#C/C=N\\N/C=N\\O",
  "gap_ev": 9.3121
}

***

10.
{
  "formula": "C3H4N4O2",
  "method": "wB97M-V/def2-TZVPD",
  "symbols": ["C", "C", "C", "N", "N", "N", "N", "O", "O", "H", "H", "H", "H"],
  "positions_angstrom": [[-0.35857, -0.24785, 1.87663], [0.87490, 0.31217, 1.41654], [-1.26177, -0.73204, 1.03914], [1.25270, 0.42842, 0.18636], [1.43262, -0.06564, -0.94653], [0.85902, 0.35891, -1.95905], [-1.59869, -0.71339, -0.22409], [-1.98818, -1.64658, -0.93109], [-1.64319, 0.51537, -0.59293], [-0.44366, -0.27514, 2.91278], [1.54941, 0.93733, 2.01977], [1.20808, 0.14695, -2.88189], [0.11733, 0.98149, -1.91564]],
  "lowdin_charge": [-0.0984, -0.0681, 0.0327, 0.0754, 0.0193, 0.1480, -0.4775, 0.0050, -0.0733, 0.0669, 0.1330, 0.1457, 0.0912],
  "spin_multiplicity": 1,
  "relative_energy_kj_mol": 847.4,
  "lumo_ev": [-0.612, -0.612],
  "gap_ev": [7.5264, 7.5277]
}